The following is a quantum chemistry calculation of one molecule with the formula C3H3N5, from the OMol25 dataset.

Output
HOMO-LUMO gap ... 0.3018 Ha
Energy relative to the best compared isomer or geometry (same formula, charge and spin) ... 121.6 kcal/mol
2S+1 ... 1
HOMO level ... -9.9 eV
LUMO level ... -0.061 hartree
Energy ... -10603.5947 eV

Last column: Löwdin charge in e.
Cartesian coordinates (Å):
1 H 2.820 -0.298 0.850  -0.002
2 N 2.360 0.389 0.397  0.175
3 C 1.101 0.052 0.087  -0.363
4 C 0.156 1.239 -0.327  -0.069
5 N -1.141 1.261 -0.395  0.043
6 C -1.762 0.305 0.392  -0.207
7 N -1.253 -0.874 0.564  0.054
8 N -0.422 -1.396 -0.433  -0.002
9 N 0.719 -1.138 -0.451  0.050
10 H 1.052 2.218 -0.287  0.190
11 H -2.688 0.817 0.748  0.132